Arrangement a

DFT (the ωB97M-V functional and the def2-TZVPD basis) results for a structure of composition C3H6ClF.

Computed properties:
LUMO = 0.59 eV
HOMO energy = -10.32 eV

ORCA input file:
```
! RIJCOSX wB97M-V def2-TZVPD def2/J DEFGRID3
* xyz 0 1
C 1.0259 -0.6977 0.5168
C 0.1135 0.4418 0.1737
C -1.1369 0.2992 -0.5900
H 1.9660 0.1640 0.7168
H 1.0382 -1.5293 1.5908
H 0.1481 1.5564 0.8695
H 0.8360 1.0808 -0.7938
H -1.1257 -0.0396 -1.6415
H -1.9630 1.3135 -0.3131
F 1.2439 -1.5000 -0.6335
Cl -2.1460 -1.0890 0.1044
*
```



Arrangement b

DFT (the ωB97M-V functional and the def2-TZVPD basis) results for the molecule C3H6ClF.

Computed properties:
LUMO = 1.06 eV
HOMO energy = -11.00 eV
SMILES = CC[C@@H](F)Cl

ORCA input file:
```
! RIJCOSX wB97M-V def2-TZVPD def2/J DEFGRID3
* xyz 0 1
C -1.1984 -0.3947 -0.2292
C -0.0247 -0.0499 0.6503
C 1.0749 0.5000 -0.2221
F 1.2282 1.8493 0.0256
Cl 2.6155 -0.4600 0.0110
H -1.8653 -1.1533 0.0951
H -1.7588 0.5267 -0.4121
H -0.8818 -0.8333 -1.2274
H -0.2553 0.6882 1.4725
H 0.2549 -1.0032 1.0983
H 0.8109 0.3303 -1.2621
*
```



Arrangement c

DFT (the ωB97M-V functional and the def2-TZVPD basis) results for the molecule C3H6ClF.

Computed properties:
LUMO = 0.96 eV
HOMO energy = -10.72 eV
SMILES = C[C@@H](Cl)CF

ORCA input file:
```
! RIJCOSX wB97M-V def2-TZVPD def2/J DEFGRID3
* xyz 0 1
C -1.1787 -0.4710 0.1001
C 0.2573 -0.1308 0.5229
Cl 1.1803 -1.5199 1.0776
C 0.9228 0.6793 -0.5787
F 0.6627 0.0793 -1.7585
H -1.7970 0.3049 0.4916
H -1.2501 -0.5643 -0.9476
H -1.5204 -1.3096 0.7612
H 0.2699 0.6273 1.3155
H 1.8952 0.6925 -0.3998
H 0.5581 1.6123 -0.5843
*
```



The most stable of them is arrangement b.



Arrangement a

DFT (the ωB97M-V functional and the def2-TZVPD basis) results for the molecule C6H3NO.

Computed properties:
LUMO = -1.09 eV
HOMO energy = -10.18 eV
SMILES = C=C(C#CC#N)C=O

ORCA input file:
```
! RIJCOSX wB97M-V def2-TZVPD def2/J DEFGRID3
* xyz 0 1
C 1.8538 1.4281 -0.1341
C 1.0320 0.3657 0.1059
C -0.4120 0.3201 0.3081
C -1.6025 0.2063 0.1754
C -2.9565 -0.0117 -0.0269
N -4.0765 -0.4080 -0.2124
C 1.8137 -0.9368 0.0261
O 3.0494 -0.8800 -0.0905
H 2.9792 1.0982 -0.3734
H 1.4820 2.4402 -0.1965
H 1.3082 -1.8728 0.0542
*
```



Arrangement b

DFT (the ωB97M-V functional and the def2-TZVPD basis) results for the molecule C6H3NO.

Computed properties:
LUMO = -1.46 eV
HOMO energy = -10.28 eV
SMILES = C#C/C=C/C(=O)C#N

ORCA input file:
```
! RIJCOSX wB97M-V def2-TZVPD def2/J DEFGRID3
* xyz 0 1
C -3.7029 0.0110 0.0865
C -2.5451 0.2024 -0.1793
C -0.9926 0.5128 -0.1843
C -0.2355 -0.6238 0.0203
C 1.3096 -0.6690 -0.1152
O 2.0025 -1.6377 0.0724
C 1.9103 0.6742 -0.2340
N 2.2375 1.8030 0.2978
H -4.6557 -0.0874 0.8188
H -0.5436 1.3776 -0.4155
H -0.9452 -1.4549 0.5680
*
```



The most stable of them is arrangement a.



Arrangement a

DFT (the ωB97M-V functional and the def2-TZVPD basis) results for the molecule C5H6OS.

Computed properties:
LUMO = 0.77 eV
HOMO energy = -9.25 eV

ORCA input file:
```
! RIJCOSX wB97M-V def2-TZVPD def2/J DEFGRID3
* xyz 0 1
C -1.0324 0.6022 0.5012
C -0.0614 1.3113 0.5882
C 1.9979 0.1315 -0.9745
C 2.4612 0.7268 0.1545
C -2.2705 -0.1722 0.4502
O 1.6964 2.0369 2.3182
S 1.4831 2.0793 0.9086
H 2.4677 -0.5277 -1.6396
H 0.9289 0.1787 -1.1056
H 3.4271 0.5492 0.6707
H -2.7381 -0.1821 -0.5415
H -2.1077 -1.3401 0.6983
H -3.1288 0.2535 0.9710
*
```



Arrangement b

DFT (the ωB97M-V functional and the def2-TZVPD basis) results for the molecule C5H6OS.

Computed properties:
LUMO = -0.39 eV
HOMO energy = -8.60 eV

ORCA input file:
```
! RIJCOSX wB97M-V def2-TZVPD def2/J DEFGRID3
* xyz 0 1
C -0.7338 -0.0177 -0.1731
C -0.3935 -0.0765 1.3641
C 1.0444 -0.4987 1.2116
C 1.6348 0.6317 0.2095
C 0.6509 -0.4099 -0.5122
H -0.8464 -0.8044 1.9196
H -0.5610 0.6952 2.1346
H 1.4511 -0.8222 2.1544
H 1.2858 1.6142 0.5270
H 2.5758 0.3495 -0.1122
H 0.9617 -0.5666 -1.6029
O 1.0428 -1.3949 0.2136
S -1.6516 0.8075 -1.2080
*
```



Arrangement c

DFT (the ωB97M-V functional and the def2-TZVPD basis) results for the molecule C5H6OS.

Computed properties:
LUMO = -0.59 eV
HOMO energy = -8.52 eV
SMILES = S=CC1=CCCO1

ORCA input file:
```
! RIJCOSX wB97M-V def2-TZVPD def2/J DEFGRID3
* xyz 0 1
S 3.5750 -0.4337 -0.1043
C 2.1565 0.3635 0.1486
C 0.8626 -0.0953 -0.0448
C 0.0671 0.9503 -0.0086
C -1.4262 0.4183 -0.1438
C -1.0769 -1.1827 -0.0098
O 0.3664 -1.4287 0.0509
H 1.7738 1.5545 0.4946
H 0.5258 2.0711 -0.2359
H -1.9311 0.6449 0.7620
H -2.0609 0.5480 -1.0290
H -1.4833 -1.8139 -0.8684
H -1.3489 -1.5964 0.9884
*
```



The most stable of them is arrangement b.



Arrangement a

DFT (the ωB97M-V functional and the def2-TZVPD basis) results for a structure of composition C30H35AuN3O4PS3Te.

Computed properties:
LUMO = -0.57 eV
HOMO energy = -6.63 eV

ORCA input file:
```
! RIJCOSX wB97M-V def2-TZVPD def2/J DEFGRID3
* xyz 0 1
Au 1.7781 0.8253 0.8909
C -0.4277 -3.4969 3.6266
C 1.0467 -3.3801 3.9637
C 1.9542 -3.6182 2.7735
O 1.3115 -2.1077 4.6276
P 1.6652 -0.7050 3.9578
S 3.6865 -0.5960 3.5286
S 0.3371 -0.2421 2.5529
O 1.6617 0.2424 5.2233
C 0.7127 0.2839 6.3284
C 1.0953 -0.7439 7.3752
C -0.7279 0.1715 5.8740
H -0.6556 -4.5354 3.3783
H -0.6885 -2.8675 2.7772
H -1.0388 -3.2102 4.4835
H 1.2866 -4.1017 4.7454
H 1.7383 -2.9213 1.9622
H 1.7936 -4.6338 2.4065
H 3.0027 -3.5086 3.0464
H 0.8805 1.2812 6.7351
H 0.8565 -1.7529 7.0429
H 0.5470 -0.5362 8.2961
H 2.1622 -0.6864 7.5894
H -0.9358 -0.8200 5.4703
H -0.9592 0.9125 5.1109
H -1.3800 0.3340 6.7341
C 1.8451 -0.6470 -7.3075
O 1.8713 -0.1440 -5.9813
C 2.4268 -0.9345 -5.0162
C 2.9279 -2.2076 -5.2212
C 3.4610 -2.9211 -4.1505
C 3.4783 -2.3678 -2.8838
C 2.9686 -1.0919 -2.6766
C 2.4573 -0.3655 -3.7367
N 1.9204 0.9311 -3.5945
C 2.0404 1.7002 -2.5267
C 1.4131 2.9130 -2.3031
C 0.5034 3.5286 -3.2129
C -0.1660 4.6548 -2.8754
C 0.0395 5.2314 -1.5824
C 0.8828 4.6785 -0.6777
C 1.6304 3.4798 -0.9815
O 2.4145 2.9641 -0.1479
H 1.2362 -1.5508 -7.3738
H 2.8542 -0.8593 -7.6658
H 1.4020 0.1332 -7.9190
H 2.9109 -2.6519 -6.2056
H 3.8538 -3.9148 -4.3188
H 3.8749 -2.9185 -2.0414
H 2.9488 -0.6822 -1.6716
H 1.3922 1.2615 -4.3898
H 2.6777 1.3330 -1.7303
H 0.3417 3.0876 -4.1921
H -0.8519 5.1228 -3.5682
H -0.4993 6.1360 -1.3246
H 1.0378 5.1132 0.3015
Te 4.0366 -0.6886 1.1315
S -4.3363 -0.8544 -1.8045
C -2.7189 -0.2544 -1.4223
C -2.4544 1.0379 -0.9831
C -1.1391 1.3952 -0.7394
N -0.1071 0.5712 -0.9148
C -0.3687 -0.6619 -1.3457
C -1.6474 -1.1206 -1.6094
C -5.3545 0.2572 -0.8615
C -5.4332 0.1525 0.5198
C -6.2535 1.0403 1.1989
N -6.9812 1.9807 0.5974
C -6.9031 2.0619 -0.7269
C -6.1046 1.2294 -1.5023
H -3.2476 1.7551 -0.8242
H -0.8984 2.3963 -0.3952
H 0.4846 -1.3211 -1.4658
H -1.8040 -2.1406 -1.9360
H -4.8643 -0.5967 1.0540
H -6.3334 0.9894 2.2785
H -7.5018 2.8336 -1.1971
H -6.0664 1.3386 -2.5776
*
```



Arrangement b

DFT (the ωB97M-V functional and the def2-TZVPD basis) results for a structure of composition C30H35AuN3O4PS3Te.

Computed properties:
LUMO = -0.67 eV
HOMO energy = -6.82 eV

ORCA input file:
```
! RIJCOSX wB97M-V def2-TZVPD def2/J DEFGRID3
* xyz 0 1
Au -0.3239 1.3935 1.8657
C 4.2530 -2.0089 2.4850
C 4.1956 -1.1930 1.2057
C 3.1830 -1.7375 0.2146
O 3.9796 0.1982 1.5373
P 2.6063 1.0045 1.6721
S 1.7871 1.4314 -0.0790
S 1.3880 0.0810 2.9975
O 3.1478 2.3973 2.2080
C 3.8537 2.7887 3.4080
C 5.2697 2.2407 3.4057
C 3.1047 2.4450 4.6822
H 4.5357 -3.0368 2.2511
H 3.2801 -2.0144 2.9768
H 4.9914 -1.5904 3.1694
H 5.1844 -1.1784 0.7453
H 2.1778 -1.6931 0.6392
H 3.4247 -2.7770 -0.0122
H 3.1883 -1.1574 -0.7071
H 3.8879 3.8737 3.3039
H 5.2611 1.1605 3.5484
H 5.8315 2.7014 4.2202
H 5.7678 2.4632 2.4626
H 3.1216 1.3725 4.8705
H 2.0646 2.7629 4.6170
H 3.5786 2.9579 5.5209
C 0.1077 0.8872 -6.7281
O -0.2799 1.2665 -5.4178
C -0.1967 0.3236 -4.4347
C 0.1128 -1.0091 -4.6351
C 0.1471 -1.8785 -3.5479
C -0.1304 -1.4180 -2.2731
C -0.4400 -0.0802 -2.0707
C -0.4608 0.7926 -3.1417
N -0.7874 2.1597 -3.0130
C -0.8225 2.8578 -1.9052
C -1.2276 4.2174 -1.8583
C -1.1520 5.0640 -2.9901
C -1.4483 6.3948 -2.9027
C -1.8630 6.9277 -1.6671
C -1.9961 6.1279 -0.5627
C -1.6897 4.7485 -0.6196
O -1.8709 4.0185 0.4275
H -0.5394 0.1018 -7.1239
H 1.1454 0.5473 -6.7458
H 0.0074 1.7765 -7.3432
H 0.3405 -1.3762 -5.6251
H 0.3904 -2.9203 -3.7093
H -0.1069 -2.0910 -1.4265
H -0.6576 0.2809 -1.0725
H -1.0367 2.6164 -3.8808
H -0.4520 2.3721 -1.0105
H -0.7885 4.6662 -3.9317
H -1.3474 7.0319 -3.7705
H -2.0846 7.9847 -1.5886
H -2.3542 6.5225 0.3783
Te -2.4621 1.9551 0.5111
S -2.1459 -4.9914 0.2493
C -2.4408 -3.2468 0.3640
C -2.7021 -2.5132 -0.7849
C -2.8643 -1.1434 -0.6735
N -2.7807 -0.4962 0.4851
C -2.5477 -1.2063 1.5927
C -2.3693 -2.5745 1.5799
C -3.2037 -5.5590 1.5674
C -4.5645 -5.2821 1.5481
C -5.3459 -5.7647 2.5852
N -4.8636 -6.4830 3.5985
C -3.5616 -6.7466 3.5977
C -2.6872 -6.3099 2.6098
H -2.7737 -3.0019 -1.7469
H -3.0632 -0.5305 -1.5453
H -2.4713 -0.6369 2.5108
H -2.1694 -3.1095 2.4980
H -5.0019 -4.7081 0.7421
H -6.4128 -5.5730 2.6020
H -3.1935 -7.3271 4.4364
H -1.6335 -6.5498 2.6539
*
```



The most stable of them is arrangement b.